# 1
A 6-piece molecular cluster, C35H40N3O8 overall at a distorted geometry. Source: OMol25; level of theory: wB97M-V/def2-TZVPD.

## Properties
E_tot = -57777.7883 eV
spin multiplicity = 1
relative energy (zero: lowest compared OMol25 entry of this formula, charge and spin) = 90.2 kJ/mol
net charge = +1

Atoms and positions in Å:
C  -1.9166  -0.4530  0.7393
C  -0.9366  0.2000  1.8973
N  0.2714  0.8070  1.3973
C  0.4814  2.1060  1.5553
C  1.7824  2.3700  1.0863
N  2.3014  1.1280  0.6523
C  1.3984  0.1600  0.9613
C  3.6394  0.8100  0.2343
H  -2.7686  -0.9980  1.1303
H  -1.5396  -1.1770  0.0053
H  -2.1256  0.3270  0.1113
H  -0.7786  -0.7350  2.5133
H  -1.6206  1.0420  2.4443
H  -0.3566  2.6350  2.0263
H  2.5604  3.1220  1.0363
H  1.4824  -0.8660  0.9263
H  4.0174  -0.2370  0.5953
H  4.4054  1.4600  0.5543
H  3.6084  0.7330  -0.7607
N  2.8994  4.1370  -1.6717
C  3.8614  4.9650  -1.4367
C  4.7434  5.3850  -2.4727
C  4.5994  4.9530  -3.7197
C  3.5614  4.0440  -4.0907
C  2.7664  3.6230  -2.9437
H  4.0634  5.1120  -0.3907
H  5.5144  6.0070  -2.4407
H  5.3504  5.3610  -4.6307
H  3.3744  3.6020  -5.0217
H  1.9774  3.0190  -3.1577
C  -2.1446  0.7760  -4.1427
C  -0.7986  0.3080  -3.5797
C  0.3504  0.9820  -4.0387
C  0.2774  1.9710  -5.0237
C  -0.9746  2.3500  -5.5577
C  -2.1766  1.7800  -5.2127
O  -3.3496  2.0970  -5.7337
O  1.5864  0.6610  -3.4827
H  -3.1686  0.3300  -3.8917
H  -0.7256  -0.4980  -2.6987
H  1.2474  2.3910  -5.5007
H  -1.0066  3.2100  -6.3427
H  -3.8746  1.5220  -5.3237
H  1.6204  -0.1280  -3.2067
C  -3.8736  0.3490  4.3803
C  -3.5196  -0.1190  5.8483
C  -2.9186  0.7590  6.8213
C  -2.9746  2.1750  6.4633
C  -3.3066  2.5390  5.1373
C  -3.7246  1.7680  4.0963
O  -4.1196  2.1940  2.8963
O  -2.7106  0.2470  8.0043
H  -4.3366  -0.3730  3.9163
H  -3.6296  -1.1210  5.9923
H  -2.7426  2.9340  7.2203
H  -3.0526  3.5050  4.7833
H  -4.9156  1.7990  2.7323
H  -3.1126  0.6380  8.7443
C  1.2744  -2.5240  -3.9557
C  1.5574  -2.7590  -2.4217
C  2.8504  -2.6970  -1.9127
C  3.9174  -2.5480  -2.8257
C  3.7514  -2.3640  -4.2527
C  2.4134  -2.3220  -4.7587
O  2.3774  -2.0840  -6.1387
O  2.9764  -2.7840  -0.5877
H  0.4564  -2.8200  -4.5197
H  0.6624  -2.8820  -1.7517
H  5.0544  -2.5460  -2.5257
H  4.6844  -2.1700  -4.8557
H  1.5654  -1.9560  -6.6167
H  3.6764  -3.4870  -0.3387
C  -2.4946  -4.8920  4.6523
C  -1.1666  -4.7680  3.9923
C  -0.9816  -4.3350  2.6053
C  -2.0916  -3.9420  1.9623
C  -3.4676  -3.9350  2.5933
C  -3.5926  -4.4570  3.8273
O  -4.9066  -4.4520  4.2943
O  0.2044  -4.3280  1.9823
H  -2.6116  -5.3420  5.6243
H  -0.3186  -5.1270  4.6383
H  -1.9426  -3.4870  0.9583
H  -4.3666  -3.6750  1.9963
H  -4.9576  -4.3020  5.2923
H  0.9374  -4.7010  2.6143

These are the Löwdin partial charges, in e, on atoms 1 to 4: atom 1 (C): -0.04, atom 2 (C): -0.11, atom 3 (N): -0.09, atom 4 (C): 0.00

***

# 2
A 2-piece molecular cluster, C35H41BBrCl4F4O6P overall at a distorted geometry. Source: OMol25; level of theory: wB97M-V/def2-TZVPD.

## Properties
structure (SMILES) = C=CC(=O)OCCCCCCc1c(C(F)(F)C(F)F)cc(P(C)C)c2c1C(=O)c1c(B(O)OC)cc(Br)c(CCCCCC)c1C2=O.ClC(Cl)(Cl)Cl
E_tot = -190183.6713 eV
spin multiplicity = 1
net charge = 0

Atoms and positions in Å:
C  9.1097  -2.1335  1.4332
C  9.4802  -1.1111  0.4010
C  8.9271  -1.0559  -1.1414
O  9.6973  -1.6424  -2.0954
O  7.6551  -0.4772  -1.6010
C  7.7777  1.0090  -1.7721
C  6.6032  1.6672  -0.8374
C  5.7544  2.8890  -1.5906
C  4.2687  2.8994  -0.8224
C  4.3647  3.3320  0.7611
C  2.9635  3.0550  1.6135
C  2.3822  1.5307  1.4533
C  3.1475  0.2604  2.1510
C  4.4891  0.3159  3.0907
F  4.6945  1.5859  3.8237
F  4.2931  -0.7419  4.1518
C  5.7725  -0.1851  2.1965
F  6.2106  -1.5329  2.7205
F  6.9638  0.6919  2.2655
C  2.5077  -1.2622  1.8879
C  1.1472  -1.5590  1.0225
P  0.5347  -3.3957  0.8100
C  1.7707  -4.5777  1.7329
C  0.8105  -3.8680  -1.0600
C  0.3685  -0.2624  0.3748
C  1.0107  1.2683  0.5801
C  0.1131  2.4828  -0.1393
O  0.6403  3.5034  -0.8210
C  -1.5402  2.2863  0.0216
C  -2.5877  3.4936  0.3861
B  -2.0944  5.0427  0.6323
O  -1.4302  5.3494  1.9200
O  -2.3139  6.1451  -0.3255
C  -3.7380  6.3243  -0.6548
C  -4.2181  3.1840  0.5670
C  -4.8122  1.6619  0.3928
Br  -6.8119  1.4522  0.7087
C  -3.7999  0.4203  0.0195
C  -4.3354  -1.1199  -0.1586
C  -5.0633  -1.4356  -1.5989
C  -6.7032  -1.3652  -1.4482
C  -7.5228  -2.3878  -2.4381
C  -9.1092  -1.8626  -2.4183
C  -9.7653  -1.9040  -0.8986
C  -2.1895  0.7551  -0.1557
C  -1.0559  -0.4294  -0.4862
O  -1.2420  -1.3989  -1.3857
H  9.8117  -2.3769  2.3667
H  8.0862  -2.7463  1.4168
H  10.2706  -0.2964  0.7424
H  7.6369  1.3294  -2.8889
H  8.8193  1.3037  -1.3196
H  7.0254  2.1343  0.1514
H  5.8003  0.8112  -0.6550
H  5.6636  2.7439  -2.7485
H  6.2761  3.8854  -1.2630
H  3.7706  1.8254  -0.9576
H  3.5856  3.6319  -1.4624
H  5.3169  2.8954  1.3132
H  4.4933  4.5189  0.7687
H  3.1248  3.3107  2.7684
H  2.2063  3.8941  1.2299
H  5.3721  -0.3919  1.1116
H  3.0490  -2.1840  2.3838
H  1.5132  -5.7111  1.5959
H  2.8638  -4.3640  1.3044
H  1.7915  -4.2171  2.8483
H  1.4665  -3.0744  -1.6220
H  1.3729  -4.9176  -1.1425
H  -0.2410  -3.9982  -1.5781
H  -0.4338  5.2752  1.8383
H  -4.4765  6.1416  0.2429
H  -3.9856  7.4160  -1.0655
H  -4.0016  5.5529  -1.5194
H  -4.9361  4.0839  0.8587
H  -3.4446  -1.8992  -0.0532
H  -5.0840  -1.3715  0.7128
H  -4.7529  -2.5189  -1.9146
H  -4.7519  -0.6027  -2.3648
H  -7.0206  -1.4695  -0.3042
H  -7.0097  -0.2529  -1.7545
H  -7.5240  -3.4697  -1.9893
H  -7.0960  -2.3220  -3.5335
H  -9.7121  -2.5814  -3.1265
H  -9.1989  -0.7454  -2.8198
H  -9.1899  -1.1960  -0.1622
H  -10.8831  -1.5297  -1.0252
H  -9.7839  -3.0151  -0.4790
C  -7.7831  -6.0798  0.1653
Cl  -9.3952  -5.9611  -0.5842
Cl  -6.6458  -6.8237  -0.9870
Cl  -7.2082  -4.4502  0.5990
Cl  -7.8832  -7.0845  1.6333

These are the Löwdin partial charges, in e, on atoms 1 to 4: atom 1 (C): -0.01, atom 2 (C): -0.06, atom 3 (C): -0.26, atom 4 (O): -0.01

***

# 3
C35H41BCl3KN9OS as an isolated structure at a distorted geometry. Source: OMol25; level of theory: wB97M-V/def2-TZVPD.

## Properties
E_tot = -117827.9328 eV
spin multiplicity = 1
relative energy (zero: lowest compared OMol25 entry of this formula, charge and spin) = 87.0 kJ/mol
net charge = -1

Atoms and positions in Å:
K  -0.7712  1.3665  1.0704
C  4.0795  1.5473  -0.3140
C  2.7843  0.7804  -0.5743
C  3.0915  -0.5913  -1.1761
C  1.8902  1.5560  -1.4905
C  2.1460  1.9532  -2.8136
C  1.0002  2.6172  -3.1927
N  0.1442  2.6024  -2.1583
N  0.6828  1.9582  -1.1261
B  -1.1994  3.3500  -2.1381
N  -1.2523  4.2461  -0.9017
C  -1.1610  5.5839  -0.9098
C  -1.1387  6.0256  0.3952
C  -1.2238  4.8500  1.1552
N  -1.2896  3.8005  0.3487
C  -1.2254  4.6512  2.6385
C  -2.5526  4.0307  3.0800
C  -0.9642  5.9577  3.3834
N  -2.3886  2.3826  -2.1719
C  -3.3034  2.3583  -3.1552
C  -4.2851  1.4584  -2.8095
C  -3.8760  0.9684  -1.5603
N  -2.7336  1.5353  -1.2046
C  -4.5943  -0.0080  -0.6835
C  -5.7723  0.6948  -0.0081
C  -5.0968  -1.2140  -1.4777
H  4.7551  0.9460  0.2903
H  3.8794  2.4802  0.2085
H  4.5704  1.7729  -1.2570
H  2.2577  0.6384  0.3749
H  3.4234  -0.4916  -2.2069
H  2.1943  -1.2034  -1.1548
H  3.8751  -1.0944  -0.6132
H  3.0296  1.7920  -3.4043
H  0.7513  3.0916  -4.1245
H  -1.2521  4.0451  -3.1109
H  -1.1138  6.1384  -1.8245
H  -1.0594  7.0418  0.7299
H  -0.4314  3.9307  2.8751
H  -3.3700  4.7331  2.9172
H  -2.5129  3.7642  4.1341
H  -2.7433  3.1290  2.5034
H  -1.7635  6.6696  3.1791
H  -0.0202  6.4019  3.0704
H  -0.9271  5.7732  4.4557
H  -3.2036  2.9755  -4.0278
H  -5.1611  1.1945  -3.3689
H  -3.8982  -0.3466  0.0917
H  -6.4737  1.0509  -0.7599
H  -5.4243  1.5464  0.5713
H  -6.2962  0.0061  0.6507
H  -5.8608  -0.9120  -2.1914
H  -5.5370  -1.9511  -0.8094
H  -4.2816  -1.6865  -2.0199
N  -0.7754  0.6188  4.5978
C  -0.4362  0.4432  3.5007
Cl  4.3265  -0.5921  4.6145
C  3.5511  -1.8201  3.6931
C  3.7858  -1.9053  2.3288
C  3.1605  -2.8936  1.5938
C  2.2936  -3.8052  2.1820
C  1.6288  -4.8986  1.3654
C  0.0866  -4.7237  1.2864
N  -0.3856  -3.4919  0.7119
C  -1.2518  -3.3859  -0.3458
C  -1.4025  -2.0510  -0.5812
N  -0.6647  -1.3449  0.3096
C  -0.0792  -2.2212  1.0729
O  2.2748  -5.1275  0.1279
C  1.7760  -4.4503  -1.0082
C  2.7592  -4.4061  -2.1397
C  3.8209  -5.2307  -2.3842
Cl  4.3692  -6.5403  -1.4333
S  4.6305  -4.8336  -3.8768
C  3.4972  -3.5657  -4.1718
C  2.5854  -3.4548  -3.1746
C  2.1023  -3.7111  3.5625
Cl  1.1131  -4.8540  4.4023
C  2.7129  -2.7271  4.3210
H  4.4535  -1.2041  1.8557
H  3.3610  -2.9733  0.5388
H  1.7824  -5.8429  1.9093
H  -0.3044  -4.8099  2.3048
H  -0.3145  -5.5504  0.6928
H  -1.6861  -4.2485  -0.8090
H  -1.9841  -1.5452  -1.3227
H  0.5543  -1.9790  1.8985
H  1.5045  -3.4132  -0.7774
H  0.8729  -4.9663  -1.3811
H  3.5642  -2.9863  -5.0684
H  1.7886  -2.7344  -3.1667
H  2.5354  -2.6751  5.3838

These are the Löwdin partial charges, in e, on atoms 1 to 4: atom 1 (K): 0.55, atom 2 (C): -0.06, atom 3 (C): -0.36, atom 4 (C): -0.06

***

# 4
C35H41FN8O5S2Ti as an isolated structure at a distorted geometry. Source: OMol25; level of theory: wB97M-V/def2-TZVPD.

## Properties
E_tot = -106622.9606 eV
spin multiplicity = 1
net charge = 0

Atoms and positions in Å:
Ti  0.2289  0.5451  0.1330
O  -5.0332  1.7141  2.5401
C  -3.9172  1.3691  1.8332
C  -3.5695  2.0084  0.6393
C  -2.3902  1.6365  0.0198
N  -1.6020  0.7052  0.5807
C  -1.9840  -0.0138  1.6614
C  -3.1529  0.2958  2.3157
C  -1.0604  -1.2124  1.7629
O  -1.2766  -2.1704  2.4767
O  -0.1108  -1.1487  0.8493
C  -1.8093  1.9844  -1.3280
O  -2.4140  2.6413  -2.1677
O  -0.6598  1.3984  -1.5138
H  -5.4388  2.4894  2.1425
H  -4.1967  2.7781  0.2047
H  -3.4699  -0.2465  3.1955
N  3.2493  1.9893  -2.1600
C  3.6237  0.7050  -2.4684
C  4.5445  0.1959  -3.3703
C  4.6997  -1.1837  -3.4089
C  3.9606  -2.0158  -2.5714
C  3.0233  -1.5045  -1.6850
C  2.8459  -0.1269  -1.6397
N  1.9993  0.6447  -0.8608
C  2.2734  1.9292  -1.1886
C  1.5933  3.0143  -0.5833
C  1.7342  4.3767  -0.7227
S  0.5746  5.1821  0.2551
C  -0.0276  3.6670  0.7914
N  0.5917  2.6460  0.2914
H  3.6049  2.8318  -2.5724
H  5.1258  0.8494  -4.0078
H  5.4211  -1.6145  -4.0904
H  4.1309  -3.0847  -2.5998
H  2.4860  -2.1452  -1.0005
H  2.4316  4.9325  -1.3259
H  -0.8242  3.5970  1.5158
C  2.5220  -1.1004  6.3161
C  3.0979  0.0547  5.4942
N  2.4219  0.2541  4.2305
C  1.2842  0.8309  4.1959
S  0.4315  1.1532  2.6877
N  0.6306  1.2692  5.3448
C  -0.4787  2.2101  5.3575
C  -0.0468  3.6580  5.1283
H  3.0850  -1.2200  7.2442
H  2.5823  -2.0267  5.7444
H  1.4739  -0.9234  6.5569
H  4.1404  -0.1717  5.2530
H  3.1046  0.9730  6.1076
H  3.1671  -1.3268  2.7266
H  1.2622  1.3944  6.1235
H  -0.9764  2.1170  6.3263
H  -1.1743  1.9085  4.5787
H  0.6376  3.9905  5.9120
H  -0.9150  4.3211  5.1192
H  0.4624  3.7364  4.1673
C  -0.8218  -1.7383  -4.2823
C  -0.1525  -1.0077  -3.0964
N  -0.8060  -1.3955  -1.8468
C  -2.2465  -1.2357  -1.9794
C  -2.7932  -2.3085  -2.9545
N  -1.6194  -2.8639  -3.7011
C  -0.7579  -3.6635  -2.7700
C  -0.4932  -2.7830  -1.5268
H  -0.0876  -2.1404  -4.9794
H  -1.5051  -1.0898  -4.8299
H  -0.2384  0.0729  -3.2017
H  0.9033  -1.2637  -3.0273
H  -2.4528  -0.2301  -2.3431
H  -2.7138  -1.3412  -0.9997
H  -3.5037  -1.8876  -3.6642
H  -3.2693  -3.1344  -2.4271
H  -1.9505  -3.4646  -4.4510
H  0.1655  -3.9044  -3.2961
H  -1.2724  -4.5890  -2.5154
H  0.5455  -2.8537  -1.2184
H  -1.1017  -3.0879  -0.6759
F  6.6884  -5.4153  -0.2291
C  5.8263  -4.4933  0.2674
C  6.1603  -3.1563  0.2012
C  5.2533  -2.2196  0.6739
C  4.0240  -2.6012  1.2095
C  3.0295  -1.5827  1.6796
C  3.7385  -3.9637  1.2797
C  4.6315  -4.9185  0.8107
H  7.1077  -2.8594  -0.2294
H  5.4947  -1.1654  0.6030
H  3.1269  -0.6444  1.1339
H  2.0095  -1.9483  1.5804
H  2.7917  -4.2866  1.6975
H  4.4050  -5.9757  0.8540

These are the Löwdin partial charges, in e, on atoms 1 to 4: atom 1 (Ti): 0.80, atom 2 (O): 0.05, atom 3 (C): -0.29, atom 4 (C): 0.06

***

# 5
C35H41FeN4O2 as an isolated structure. Source: OMol25; level of theory: wB97M-V/def2-TZVPD.

## Properties
E_tot = -81406.8571 eV
spin multiplicity = 5
relative energy (zero: lowest compared OMol25 entry of this formula, charge and spin) = 0.0 kJ/mol
net charge = -1

Atoms and positions in Å:
Fe  0.7725  0.0596  0.2360
O  3.7388  -2.9667  0.7252
C  2.8806  -2.1577  0.3567
N  1.8260  -1.6516  0.9890
C  1.6358  -1.9058  2.3590
C  1.7952  -3.1456  2.9785
C  1.6340  -3.2739  4.3503
C  1.3015  -2.1580  5.1093
C  1.1147  -0.9304  4.4945
C  1.2812  -0.7830  3.1150
N  1.0204  0.4255  2.4324
C  1.4010  1.5722  3.0345
O  2.2601  1.7014  3.9100
C  0.6496  2.8423  2.6502
C  0.8479  3.9676  3.4521
C  0.0949  5.1033  3.2227
C  -0.8450  5.0838  2.1999
C  -0.9539  3.9300  1.4459
N  -0.2251  2.8350  1.6516
C  3.1132  -1.4427  -0.9461
C  3.8912  -2.0329  -1.9355
C  4.1440  -1.3253  -3.0945
C  3.6384  -0.0350  -3.2028
C  2.8902  0.4692  -2.1584
N  2.6053  -0.2172  -1.0540
H  2.0473  -4.0045  2.3739
H  1.7781  -4.2384  4.8249
H  1.1883  -2.2428  6.1852
H  0.8371  -0.0659  5.0837
H  1.5832  3.9050  4.2402
H  0.2307  5.9895  3.8309
H  -1.4730  5.9402  1.9899
H  -1.6787  3.8822  0.6346
H  4.2755  -3.0261  -1.7499
H  4.7405  -1.7556  -3.8904
H  3.8211  0.5737  -4.0807
H  2.4941  1.4665  -2.1999
C  -1.4037  1.0289  -0.5835
C  -1.6495  -0.3459  -0.3085
C  -0.9663  -1.0872  -1.3381
C  -0.3762  -0.1292  -2.2107
C  -0.6428  1.1743  -1.7694
C  -0.3642  2.5143  -2.4544
C  0.3223  2.3607  -3.8156
C  -1.7126  3.2098  -2.7029
C  0.5090  3.4227  -1.5712
C  -1.0397  -2.5498  -1.8000
C  -1.0051  -3.5842  -0.6705
C  -2.3173  -2.7241  -2.6409
C  0.1542  -2.8824  -2.7092
C  -2.5605  -0.7732  0.8641
C  -3.0978  0.4669  1.6017
C  -1.8062  -1.5830  1.9338
C  -3.8024  -1.5336  0.3709
H  -1.8294  1.8573  -0.0397
H  0.1512  -0.3701  -3.1236
H  -0.1726  1.6038  -4.4321
H  1.3694  2.0929  -3.7143
H  0.2856  3.3143  -4.3528
H  -2.3418  2.5951  -3.3526
H  -1.5627  4.1842  -3.1826
H  -2.2482  3.3638  -1.7629
H  1.3625  2.8665  -1.1762
H  -0.0544  3.7993  -0.7205
H  0.8864  4.2822  -2.1404
H  -1.8866  -3.5493  -0.0378
H  -0.1202  -3.4272  -0.0444
H  -0.9510  -4.5926  -1.0953
H  -3.2140  -2.5507  -2.0423
H  -2.3721  -3.7344  -3.0675
H  -2.3173  -2.0002  -3.4609
H  1.0919  -2.6257  -2.2176
H  0.1022  -2.3529  -3.6640
H  0.1635  -3.9545  -2.9275
H  -2.2752  1.0599  2.0083
H  -3.7250  0.1385  2.4360
H  -3.7095  1.0928  0.9428
H  -0.9648  -0.9963  2.2955
H  -1.4200  -2.5294  1.5625
H  -2.4628  -1.7917  2.7871
H  -4.3134  -0.9540  -0.4048
H  -4.4960  -1.6790  1.2060
H  -3.5736  -2.5156  -0.0381

These are the Löwdin partial charges, in e, on atoms 1 to 4: atom 1 (Fe): 0.91, atom 2 (O): 0.02, atom 3 (C): -0.50, atom 4 (N): 0.04